Below is a 28-piece molecular cluster, C32H39Cl81INO3PS overall, with properties calculated with the ωB97M-V functional and the def2-TZVPD basis.

E_HOMO	-0.4426	hartree
largest force on an atom	6.54	eV/A
net charge	+1
calculated total energy	-1083980.8947	eV

Geometry as XYZ:
```
159
Properties=species:S:1:pos:R:3:forces:R:3:lowdin_charge:R:1
O -0.253203 -2.507491 4.114380 0.70 0.67 -3.62 -0.484
S -0.949109 -2.279856 2.813627 -4.43 0.25 4.80 0.688
O -2.422233 -2.142105 3.095080 3.16 0.09 -1.74 -0.441
C -0.478269 -0.709024 1.985107 0.72 0.30 -0.41 -0.192
C 0.846306 -0.726039 1.127079 0.14 -0.52 0.60 -0.293
C 2.145554 -0.506583 2.021744 0.76 1.69 -1.49 -0.106
C 3.143425 -1.725888 1.893200 -0.43 0.67 1.16 -0.063
N 2.410987 -2.679004 0.966644 0.63 -0.66 -1.12 0.047
C 1.282819 -1.965565 0.255185 0.69 2.44 -1.72 -0.493
P 0.015520 -3.055356 -0.608862 -1.58 -1.31 -0.48 0.549
O -1.011805 -2.130648 -1.586783 1.89 0.07 1.60 -0.352
I 1.426451 -4.278569 -2.239067 -0.11 0.64 0.62 0.506
H -0.827059 -3.396961 2.002595 0.45 0.80 -0.09 0.049
H -1.355835 -0.269725 1.429899 0.70 -1.08 0.47 0.128
H -0.299427 0.019284 2.831660 -0.29 -1.01 -0.60 0.108
H 0.709468 0.103009 0.382017 0.37 -0.59 0.87 0.117
H 1.941011 -0.065024 3.025780 0.14 -0.99 -0.56 0.120
H 2.657389 0.330642 1.472058 -0.24 -0.62 0.71 0.082
H 3.426436 -2.208432 2.865023 -0.68 0.21 -0.93 0.148
H 4.110579 -1.471880 1.396345 -0.95 0.08 0.29 0.130
H 2.187184 -3.616364 1.330665 -0.11 0.42 0.28 0.182
H 3.085885 -2.829144 0.200214 -0.37 -0.64 0.32 0.140
H 1.864768 -1.489163 -0.597609 -0.70 -0.22 0.88 0.082
H -0.824548 -1.177120 -1.537102 -0.11 -0.17 -0.42 0.061
C 4.324107 0.866028 -2.031394 0.36 -0.07 0.13 -1.515
Cl 4.548966 -0.789422 -2.613953 -0.08 0.07 0.16 0.518
Cl 2.664014 1.116061 -1.465625 0.02 0.04 0.03 0.552
Cl 5.493111 1.245095 -0.754624 -0.24 -0.08 -0.17 0.539
H 4.507927 1.542589 -2.858724 -0.14 -0.05 0.03 -0.056
C 4.999212 1.554598 4.418493 -0.06 0.18 0.19 -1.512
Cl 5.206987 1.496813 2.658774 -0.04 -0.26 -0.05 0.494
Cl 6.506398 2.030754 5.208825 -0.12 -0.10 -0.07 0.548
Cl 3.684846 2.660593 4.841102 0.25 -0.94 -0.01 0.442
H 4.732709 0.560570 4.765739 0.08 0.11 -0.05 0.010
C 4.877821 6.050638 2.520183 0.05 -0.20 0.08 -1.491
Cl 6.210069 7.017846 1.868774 -0.05 0.04 -0.01 0.560
Cl 3.903100 5.381515 1.202331 0.09 0.08 -0.03 0.507
Cl 5.498008 4.756175 3.549428 0.06 0.72 -0.42 0.486
H 4.247364 6.698925 3.122910 0.04 -0.09 -0.07 -0.006
C 1.744600 -8.818907 -2.174783 0.06 0.12 0.03 -1.526
Cl 3.223902 -8.465991 -3.078122 -0.08 -0.03 0.02 0.522
Cl 1.988803 -8.543939 -0.445098 0.10 -0.09 -0.22 0.489
Cl 0.402909 -7.832321 -2.764582 -0.04 -0.17 -0.03 0.468
H 1.493368 -9.864126 -2.325259 0.03 0.12 0.04 0.021
C 1.155085 5.811636 5.098858 0.08 0.11 0.10 -1.515
Cl 2.302691 7.049327 5.618260 -0.02 -0.10 -0.11 0.533
Cl 1.118065 5.698245 3.336331 -0.03 -0.01 0.06 0.532
Cl 1.564011 4.247041 5.814511 -0.57 0.44 0.23 0.479
H 0.165316 6.096009 5.443271 0.12 -0.03 -0.02 0.003
C 1.596941 -2.684666 -6.406208 -0.15 -0.28 -0.04 -1.544
Cl 1.886465 -4.353374 -6.910246 -0.01 0.15 0.05 0.542
Cl -0.086999 -2.464805 -5.915707 0.12 0.05 -0.02 0.521
Cl 2.689750 -2.235535 -5.087581 0.06 -0.13 -0.14 0.415
H 1.795011 -2.033386 -7.249833 0.00 -0.05 0.10 -0.072
C -3.948961 -7.178002 -2.254345 0.02 -0.32 -0.13 -1.572
Cl -2.819879 -5.959445 -1.655771 0.05 0.13 0.07 0.496
Cl -3.812540 -7.349066 -4.008687 0.04 0.05 0.15 0.522
Cl -3.667006 -8.728595 -1.449663 0.00 0.16 -0.11 0.513
H -4.956932 -6.852826 -2.019884 0.13 -0.04 -0.04 -0.067
C -7.496987 -8.304427 -0.454299 0.08 -0.13 -0.02 -1.525
Cl -6.359732 -7.074686 0.126884 -0.21 0.06 0.15 0.539
Cl -7.370137 -8.489868 -2.208365 -0.04 0.08 0.11 0.519
Cl -7.209454 -9.846621 0.360147 -0.04 0.12 -0.05 0.541
H -8.507776 -7.976873 -0.219851 0.43 -0.05 -0.07 -0.098
C 5.605021 7.730424 -1.856063 -0.11 0.15 -0.12 -1.534
Cl 5.001627 9.055365 -2.856425 0.04 -0.15 0.20 0.526
Cl 5.053100 6.171629 -2.481222 0.00 0.03 0.02 0.502
Cl 7.371807 7.773514 -1.766269 -0.05 -0.06 0.10 0.540
H 5.210630 7.850882 -0.851439 0.09 -0.05 -0.09 -0.022
C 9.536627 9.869630 -4.100506 0.05 0.12 0.00 -1.551
Cl 8.217323 10.788258 -4.833307 0.04 -0.10 0.07 0.514
Cl 10.308490 8.825252 -5.301509 -0.05 -0.01 0.03 0.521
Cl 10.721264 10.957332 -3.367976 -0.09 -0.11 -0.02 0.533
H 9.121054 9.241581 -3.319538 0.03 0.08 -0.12 -0.049
C 3.828729 8.452768 -6.811413 0.06 0.09 0.06 -1.531
Cl 2.622796 9.454599 -5.994255 0.06 -0.06 -0.08 0.524
Cl 5.461594 8.919253 -6.323753 -0.09 -0.05 -0.15 0.498
Cl 3.539134 6.739128 -6.480002 0.03 0.02 0.00 0.489
H 3.736668 8.611864 -7.881076 -0.01 -0.03 0.13 0.016
C -6.230738 -10.296769 -5.706412 -0.08 -0.07 -0.04 -1.544
Cl -6.229006 -10.925167 -7.358436 0.05 0.05 0.12 0.529
Cl -6.694362 -8.589980 -5.690558 -0.01 -0.08 -0.03 0.489
Cl -7.313522 -11.245931 -4.681390 0.11 0.06 -0.05 0.518
H -5.224005 -10.379788 -5.308364 -0.12 0.03 -0.03 0.010
C -5.011235 -3.171664 4.079099 -0.06 -0.02 0.03 -1.559
Cl -5.104758 -3.798523 2.429944 0.02 -0.05 0.06 0.523
Cl -5.566306 -1.496495 4.147015 0.13 -0.11 -0.10 0.547
Cl -5.948366 -4.183066 5.185279 0.05 0.06 -0.05 0.544
H -3.973044 -3.194835 4.391377 -0.18 0.10 -0.07 -0.082
C -8.640307 -1.231895 2.165889 -0.15 -0.05 -0.08 -1.558
Cl -10.149417 -1.835799 2.872927 0.17 0.08 -0.05 0.514
Cl -8.149992 -2.260571 0.808582 0.08 0.19 0.13 0.489
Cl -8.813836 0.449646 1.649037 0.03 -0.15 0.06 0.529
H -7.866067 -1.275985 2.925862 -0.10 -0.03 -0.11 -0.080
C 2.405773 2.544299 -5.426689 -0.29 0.02 0.08 -1.508
Cl 1.182265 3.565609 -4.663308 0.12 -0.06 -0.09 0.545
Cl 4.028068 3.034943 -4.914440 -0.01 0.01 -0.11 0.557
Cl 2.111403 0.834929 -5.060756 0.15 0.40 -0.03 0.481
H 2.337926 2.677837 -6.503236 0.03 -0.02 0.10 -0.038
C 0.962948 -0.183123 -9.745154 -0.27 -0.12 -0.15 -1.520
Cl 1.250315 -1.842284 -10.281366 0.03 0.13 0.08 0.556
Cl -0.716023 0.026853 -9.238449 0.17 0.02 -0.02 0.547
Cl 2.066091 0.238819 -8.425626 0.07 0.09 -0.08 0.537
H 1.156317 0.485508 -10.577497 0.03 -0.05 0.14 -0.039
C 0.202773 -9.644402 2.989738 -0.01 -0.09 -0.07 -1.538
Cl -0.332336 -8.352553 1.907164 -0.17 0.02 0.22 0.478
Cl -0.318978 -11.219102 2.382637 0.03 0.15 0.07 0.536
Cl 1.960449 -9.602869 3.184886 -0.08 0.03 0.03 0.511
H -0.252312 -9.485078 3.962254 0.07 -0.01 -0.11 0.014
C -11.065159 -5.994205 -0.966629 0.14 0.17 -0.11 -1.496
Cl -9.917302 -4.744866 -0.469600 -0.19 -0.16 0.00 0.513
Cl -10.976225 -6.260681 -2.712230 -0.05 -0.03 0.06 0.556
Cl -10.764861 -7.504914 -0.098761 -0.39 0.07 0.06 0.591
H -12.066975 -5.653811 -0.723936 0.11 -0.07 -0.01 0.021
C 8.146440 7.435731 5.288676 0.08 0.02 0.09 -1.552
Cl 6.967078 8.446158 6.134126 0.02 -0.06 -0.11 0.521
Cl 9.794216 7.924055 5.699982 -0.12 -0.03 -0.07 0.534
Cl 7.887637 5.728791 5.669493 0.15 0.12 0.09 0.493
H 8.006901 7.570774 4.220584 0.00 -0.03 0.12 -0.023
C 3.892424 3.142959 -10.183482 0.13 0.06 -0.03 -1.539
Cl 2.873590 4.075188 -9.076225 0.01 -0.07 -0.02 0.519
Cl 2.918982 2.380524 -11.449416 0.05 0.05 0.05 0.554
Cl 5.138352 4.170454 -10.896828 -0.13 -0.12 0.10 0.549
H 4.381175 2.359361 -9.612831 -0.08 0.07 -0.08 0.007
C -0.679901 0.067984 5.964298 -0.19 0.00 0.13 -1.538
Cl 1.030775 0.058726 6.414102 -0.04 -0.02 -0.11 0.531
Cl -1.676353 -0.559558 7.286231 0.10 0.46 -0.09 0.527
Cl -1.194793 1.699193 5.511110 0.03 -0.11 -0.06 0.529
H -0.809027 -0.581595 5.102856 0.01 0.00 0.29 -0.047
C -1.321358 -5.027285 5.723865 0.04 0.32 0.09 -1.455
Cl 0.358428 -5.455205 5.370900 -0.05 -0.10 0.04 0.536
Cl -1.427179 -3.421839 6.460838 -0.18 -0.71 0.28 0.558
Cl -2.299568 -5.082051 4.251384 0.10 -0.42 -0.01 0.592
H -1.717846 -5.751579 6.428655 0.05 0.04 -0.13 0.022
C 0.870173 7.999022 9.648397 0.17 0.12 -0.03 -1.536
Cl 0.850142 9.761938 9.533385 -0.03 -0.15 0.03 0.531
Cl -0.051899 7.278803 8.321280 -0.11 -0.03 0.12 0.510
Cl 2.531008 7.393628 9.650642 -0.12 0.01 0.02 0.520
H 0.400718 7.712271 10.583933 0.04 0.02 -0.13 0.015
C -11.627694 -3.044305 -4.584341 -0.04 0.04 -0.05 -1.563
Cl -12.623126 -2.009056 -3.553148 0.08 -0.10 -0.01 0.517
Cl -12.633838 -3.908899 -5.753965 0.11 0.01 0.13 0.519
Cl -10.389808 -2.091419 -5.413025 -0.04 -0.08 0.07 0.518
H -11.129989 -3.776010 -3.953718 -0.08 0.12 -0.10 -0.048
C -7.959689 0.750758 6.796630 0.03 -0.03 -0.07 -1.516
Cl -8.016046 2.508169 6.603287 -0.02 -0.05 0.00 0.543
Cl -8.819752 -0.046855 5.473961 -0.03 0.06 0.15 0.532
Cl -6.289242 0.191730 6.871296 -0.07 0.12 0.21 0.508
H -8.451981 0.492387 7.728814 0.05 0.05 -0.11 0.020
C 12.979785 5.705653 -6.317297 0.10 -0.01 -0.06 -1.555
Cl 14.338313 6.673717 -6.900276 -0.13 -0.04 0.06 0.523
Cl 12.040468 5.069529 -7.674093 0.01 0.06 0.10 0.512
Cl 13.551409 4.389390 -5.284242 -0.07 0.09 -0.02 0.516
H 12.333455 6.346724 -5.725852 0.07 -0.08 -0.06 -0.014
C -8.211290 5.581672 8.925277 -0.02 0.09 0.09 -1.562
Cl -6.503155 5.499332 9.375295 -0.08 -0.04 -0.07 0.511
Cl -9.229063 4.959391 10.229355 0.06 -0.01 -0.12 0.521
Cl -8.668322 7.239516 8.515737 0.03 -0.13 -0.01 0.524
H -8.363055 4.959996 8.049159 0.02 0.07 0.12 -0.039
```
Positions in Å, forces in eV/Å.